Entry from OMol25: a structure of composition C24H40BrClCoN6O6SbSe4Si (ωB97M-V/def2-TZVPD).

Summary:
LUMO energy (spin up / spin down), Eh: -0.054 / -0.089
Charge: 0
HOMO-LUMO gap (spin up / spin down), eV: 6.78 / 5.69
Spin multiplicity: 5
Strongest force on any atom, eV/Å: 0.83
E, Eh: -16270.9662

Last column: Mulliken spin population.
Atoms and positions in Å:
Co -0.0794 1.4245 1.1061  2.21
N 2.9618 -0.2870 1.6198  0.00
N 3.8317 0.8085 1.7950  0.00
C 3.2847 2.0598 1.7798  0.01
N 4.1464 3.0845 1.9638  0.00
N 2.0170 2.1330 1.4913  0.02
N 1.3629 3.4450 1.6111  -0.01
O 1.8246 4.4151 2.3180  0.02
O 0.0877 3.0844 2.0469  0.03
H 3.4290 -1.1158 1.9612  0.00
H 2.6830 -0.4128 0.6467  0.00
H 4.7642 0.7436 1.4083  0.00
H 4.9733 2.8774 2.4982  0.00
H 3.7050 3.9881 2.1174  0.00
C -2.6937 -4.0114 -0.3265  0.00
C -2.3635 -2.5555 -0.6093  0.00
C -2.8679 -1.6687 0.5193  0.00
C -2.9417 -2.1239 -1.9504  0.00
O -0.9333 -2.4881 -0.6635  0.00
Si 0.1472 -1.2946 -0.9282  0.00
O 0.0448 -0.0518 0.0576  -0.02
O -0.0641 -0.7498 -2.4671  0.01
C 0.8657 -0.2693 -3.4422  0.00
C 1.5779 -1.4507 -4.0816  0.00
C 0.0312 0.4754 -4.4745  0.00
C 1.8628 0.6768 -2.7824  0.00
O 1.6411 -1.9692 -0.7652  0.01
C 2.0903 -3.2519 -0.3029  0.00
C 1.5042 -4.3725 -1.1518  0.00
C 1.6924 -3.4097 1.1580  0.00
C 3.6023 -3.2254 -0.4520  0.00
H -3.7736 -4.1572 -0.2732  0.00
H -2.2547 -4.3205 0.6229  0.00
H -2.2968 -4.6483 -1.1177  0.00
H -3.9517 -1.7636 0.6194  0.00
H -2.6301 -0.6210 0.3342  0.00
H -2.4024 -1.9590 1.4622  0.00
H -4.0314 -2.1939 -1.9337  0.00
H -2.5653 -2.7619 -2.7508  0.00
H -2.6632 -1.0954 -2.1819  0.00
H 0.8511 -2.1356 -4.5207  0.00
H 2.1605 -1.9895 -3.3348  0.00
H 2.2549 -1.1125 -4.8683  0.00
H -0.7738 -0.1681 -4.8317  0.00
H 0.6392 0.7771 -5.3287  0.00
H -0.4098 1.3747 -4.0394  0.00
H 2.4952 0.1377 -2.0742  0.00
H 1.3333 1.4670 -2.2482  0.00
H 2.5072 1.1414 -3.5318  0.00
H 0.4211 -4.4160 -1.0582  0.00
H 1.9198 -5.3295 -0.8294  0.00
H 1.7581 -4.2306 -2.2032  0.00
H 0.6090 -3.3665 1.2669  0.00
H 2.1256 -2.6112 1.7650  0.00
H 2.0375 -4.3687 1.5506  0.00
H 3.8791 -3.0949 -1.4992  0.00
H 4.0440 -4.1550 -0.0902  0.00
H 4.0288 -2.3976 0.1177  0.00
Se -1.4373 6.7713 -0.8286  0.98
Sb 0.4238 6.1715 0.7514  -0.07
Se 1.9390 7.9641 0.6911  0.07
Se -1.0073 5.8003 2.7571  1.01
Se 1.2152 4.0514 -0.3422  0.00
Br -2.4242 -1.3381 6.5521  0.00
C -1.7644 -0.5402 4.9663  0.01
C -2.6620 -0.1036 4.0080  -0.02
C -2.1762 0.4800 2.8413  0.03
C -0.8135 0.6134 2.6763  -0.30
C 0.0869 0.1793 3.6289  0.01
C -0.3960 -0.4120 4.7904  -0.02
H -3.7259 -0.2204 4.1602  0.00
H -2.8740 0.7939 2.0769  -0.02
H 1.1521 0.2777 3.4655  -0.01
H 0.2870 -0.7649 5.5504  0.00
Cl -4.7676 4.8438 0.8072  0.00
C -3.7077 3.7761 -0.0518  0.00
C -3.8651 3.5597 -1.4082  0.01
C -2.9810 2.7014 -2.0434  0.00
C -1.9801 2.1036 -1.2987  -0.01
N -1.8407 2.3223 0.0106  0.02
C -2.6825 3.1442 0.6305  0.02
H -4.6596 4.0560 -1.9488  0.00
H -3.0625 2.5032 -3.1025  0.00
H -1.2647 1.4206 -1.7466  0.01
H -2.5110 3.3361 1.6823  -0.01

=====

Entry from OMol25: a cluster of 2 separate species, C4H8ClN in total at a distorted geometry (ωB97M-V/def2-TZVPD).

Summary:
LUMO energy, Eh: 0.033
Charge: 0
HOMO-LUMO gap, eV: 8.91
Energy above the lowest of the compared OMol25 structures with the same formula, charge and spin, eV: 3.257
Strongest force on any atom, eV/Å: 4.69
E, Eh: -672.0170

Last column: Mulliken charge in e.
Atoms and positions in Å:
C 1.2308 1.2395 0.3607  -0.03
C -0.6551 0.0593 0.1224  0.75
C -0.5564 -0.7902 1.3324  -1.43
C -0.5901 -0.6353 -1.2163  -1.35
N 2.2699 1.4931 -0.3038  -0.54
Cl -1.8649 1.2494 -0.2168  -0.20
H 1.1893 1.5219 1.4070  0.33
H 0.3725 -1.2913 1.2544  0.37
H -1.2103 -1.5523 1.2238  0.48
H -0.7970 -0.1510 2.1662  0.36
H 0.3521 -1.2424 -1.4901  0.28
H -0.5894 0.0609 -1.9611  0.45
H -1.5037 -1.3985 -1.3864  0.29
H 2.3522 1.4369 -1.2923  0.24

=====

Entry from OMol25: a structure of composition C37H28Cl4N5O9S5SbZr (ωB97M-V/def2-TZVPD).

Summary:
LUMO energy, Eh: 0.136
Charge: -2
HOMO-LUMO gap, eV: 5.90
Energy above the lowest of the compared OMol25 structures with the same formula, charge and spin, eV: 0.473
Strongest force on any atom, eV/Å: 0.73
E, Eh: -6497.2496

Last column: Mulliken charge in e.
Atoms and positions in Å:
Zr 0.2614 -0.1580 0.6555  -0.15
O 0.1472 1.5249 -5.5583  -0.58
C 0.0080 0.2446 -5.8281  0.44
O -0.1734 -0.1516 -6.9590  -0.65
C 0.0516 -0.7000 -4.6752  -0.37
C -0.1398 -2.0617 -4.7618  0.15
Cl -0.5481 -3.0162 -6.1143  -0.17
N -0.0512 -2.5794 -3.5129  0.34
N 0.1805 -1.6191 -2.6088  0.16
C 0.2466 -0.4890 -3.2784  0.53
C 0.4842 0.7714 -2.4937  0.46
O 0.4653 1.8619 -3.0674  -0.86
O 0.6900 0.6102 -1.2489  -0.30
C -0.1335 -3.9299 -3.0522  0.13
C 0.4378 -4.9667 -3.7749  -0.48
C 0.3448 -6.2604 -3.2844  -0.75
C -0.3050 -6.5085 -2.0843  -0.54
C -0.8498 -5.4548 -1.3649  -0.59
C -0.7600 -4.1557 -1.8364  0.23
H 0.3223 1.6999 -4.5727  0.41
H 0.9655 -4.7660 -4.6950  0.47
H 0.7965 -7.0734 -3.8388  0.34
H -0.3707 -7.5189 -1.6996  0.39
H -1.3430 -5.6288 -0.4198  0.31
H -1.1356 -3.3241 -1.2535  0.21
S 4.9909 -1.3724 2.6647  -0.66
Sb 4.3729 -0.3551 0.6731  0.32
S 2.4406 0.9541 1.3970  -0.61
S 1.4657 -2.3781 0.8427  0.00
S 2.9586 -1.9775 -0.5532  -0.44
Cl -7.2342 -1.2377 -0.1172  -0.27
C -5.4896 -1.3124 -0.0279  0.38
C -4.7338 -0.2899 -0.5723  -0.81
C -3.3568 -0.3619 -0.4948  0.80
Cl -2.4072 0.9222 -1.1619  -0.14
C -2.6717 -1.4307 0.1193  -0.75
O -1.3787 -1.5131 0.1951  0.87
C -3.5056 -2.4349 0.6518  0.46
Cl -2.7449 -3.7923 1.4319  -0.17
C -4.8857 -2.3921 0.5877  -0.67
H -5.2050 0.5595 -1.0450  0.47
H -5.4744 -3.1910 1.0148  0.46
C 0.9550 -6.5086 2.2885  -1.46
C 1.6001 -5.8095 3.4515  0.86
C 2.5525 -4.8165 3.2454  -0.36
C 3.0960 -4.1115 4.3065  -0.17
C 2.6551 -4.3595 5.5985  0.07
N 3.1078 -3.5783 6.6992  -0.08
C 3.5462 -2.2733 6.6358  0.07
O 4.3929 -1.8529 7.4067  -0.73
N 2.9343 -1.4482 5.7130  0.47
C 1.6924 -1.6023 5.0824  -0.19
C 0.6168 -2.2880 5.6263  -0.17
C -0.5591 -2.3564 4.8947  -1.62
C -0.6450 -1.7048 3.6778  -0.59
N 0.3811 -1.0139 3.1751  2.41
C 1.5253 -0.9858 3.8464  -0.85
C 1.7247 -5.3658 5.8257  -0.16
C 1.2182 -6.0925 4.7593  -0.86
H 1.5383 -6.3789 1.3774  0.36
H -0.0310 -6.0811 2.0968  0.12
H 0.8279 -7.5770 2.4780  0.48
H 2.8702 -4.5555 2.2428  0.35
H 3.8193 -3.3334 4.0874  0.12
H 3.5105 -4.0703 7.4802  0.26
H 3.5651 -0.7825 5.2824  0.31
H 0.7013 -2.7739 6.5899  0.57
H -1.4101 -2.9093 5.2706  0.43
H -1.5508 -1.7207 3.0887  0.32
H 2.3484 -0.4578 3.3757  -0.29
H 1.3751 -5.5556 6.8349  0.36
H 0.4815 -6.8673 4.9461  0.33
C 1.5709 1.5151 7.4534  -1.53
C 0.8031 1.7275 6.1768  1.20
C -0.5021 1.2533 6.0447  -0.60
C -1.1791 1.3628 4.8439  -0.79
C -0.5477 1.9522 3.7564  0.23
C 0.7345 2.4595 3.8711  -0.66
C 1.3994 2.3470 5.0850  -0.81
S -1.3439 1.8743 2.1790  1.65
O -1.5514 0.4076 1.9508  -0.64
O -2.5572 2.6334 2.2291  -0.75
O -0.3351 2.2338 1.1724  -0.75
H 0.9014 1.2819 8.2823  0.35
H 2.1536 2.3981 7.7193  0.44
H 2.2674 0.6798 7.3446  0.22
H -0.9780 0.7624 6.8862  0.28
H -2.1760 0.9544 4.7332  0.40
H 1.2253 2.8806 3.0056  0.67
H 2.4185 2.7082 5.1644  0.35

=====

Entry from OMol25: a cluster of 3 separate species, C3H14N2O2 in total at a distorted geometry (ωB97M-V/def2-TZVPD).

Summary:
LUMO energy, Eh: 0.030
Charge: 0
HOMO-LUMO gap, eV: 9.08
Energy above the lowest of the compared OMol25 structures with the same formula, charge and spin, eV: 1.385
Strongest force on any atom, eV/Å: 2.27
E, Eh: -382.6489

Last column: Mulliken charge in e.
Atoms and positions in Å:
C -0.0568 0.8078 1.6493  -0.83
N 0.1658 0.7356 0.2279  -0.24
C -0.7325 0.0283 -0.6366  -0.82
C -0.3444 -1.4315 -1.0100  -0.57
N 0.4945 -2.0500 -0.0269  -0.45
H -0.4849 -0.1019 2.0765  0.25
H -0.8051 1.5736 1.9215  0.23
H 0.8292 1.1647 2.1657  0.35
H 1.1243 0.7264 -0.0720  0.27
H -1.7073 0.0470 -0.1227  0.45
H -1.1266 0.5371 -1.5362  0.40
H -1.3066 -1.9238 -1.2467  0.35
H 0.1711 -1.3802 -1.9721  0.27
H 0.1020 -2.1408 0.9044  0.16
H 0.8225 -2.9505 -0.3322  0.23
O -2.0723 3.0114 0.4972  -0.64
H -2.1674 3.7105 -0.1530  0.29
H -1.6643 2.3017 -0.0122  0.32
O 2.9296 -0.5804 -0.7458  -0.68
H 2.4063 -1.0809 -0.1295  0.36
H 3.4232 -1.0041 -1.4466  0.29